A molecular structure, C23H13Br2Cl2CrF3NO4S4. Source: the Open Molecules 2025 dataset; level of theory: wB97M-V/def2-TZVPD.

## Properties
* total charge: -2
* ΔE to the lowest compared entry with this formula, charge and spin: 0.673 eV
* 2S+1: 4
* molecular weight: 835.3 g mol⁻¹
* electronic energy: -10245.4724 hartree
* orbital gap (alpha / beta): 5.081 / 5.082 eV
* highest occupied orbital energy (alpha / beta): -1.40 / -1.40 eV

Element x y z (Å)
Br: 3.270 -5.609 -2.237
Br: -0.502 -4.414 1.809
Cr: 0.330 0.289 0.307
Cl: -1.433 0.906 2.062
Cl: -1.607 -1.886 6.845
S: -2.026 -0.732 -1.809
S: 2.245 0.688 1.570
S: 0.282 2.621 -0.136
S: 0.219 -0.815 4.381
F: -2.896 -1.807 0.447
F: -3.986 -0.046 -0.176
F: -4.267 -1.922 -1.227
O: -1.328 -1.973 -2.012
O: -1.229 0.296 -1.091
O: -2.741 -0.167 -2.921
O: 0.044 -1.551 0.830
N: 1.568 -0.685 -1.126
C: 2.241 -4.314 -1.285
C: 1.690 3.259 0.699
C: 3.933 4.319 1.998
C: 2.373 1.274 -2.344
C: -1.454 -0.534 4.463
C: 2.329 -0.195 -2.079
C: 3.148 -1.056 -2.852
C: -4.306 0.009 4.622
C: 3.092 5.157 1.273
C: 0.647 -3.808 0.446
C: -3.657 -0.716 5.613
C: 0.709 -2.448 0.188
C: -3.356 -1.145 -0.606
C: 2.345 -2.942 -1.616
C: 1.984 4.622 0.634
C: -2.303 -0.967 5.525
C: 3.655 2.963 2.068
C: 3.159 -2.397 -2.631
C: -2.197 0.188 3.501
C: 2.543 2.412 1.424
C: -3.551 0.461 3.550
C: 1.570 -2.034 -0.881
C: 1.411 -4.730 -0.285
H: 2.966 1.470 -3.238
H: 1.319 5.265 0.068
H: -4.200 -1.095 6.470
H: -4.005 1.019 2.743
H: 3.786 -3.051 -3.222
H: 1.334 -5.781 -0.042
H: -5.368 0.210 4.678
H: 3.293 6.221 1.212
H: 4.800 4.718 2.511
H: 4.299 2.303 2.636
H: 1.374 1.687 -2.461
H: 2.819 1.794 -1.492
H: 3.768 -0.615 -3.621